Below is a structure of composition C3H8OSn at a distorted geometry, with properties calculated with ωB97M-V/def2-TZVPD.

Geometry (Å):
Sn 9.137 5.299 4.667
C 10.287 8.838 4.234
C 11.002 7.951 5.280
C 10.856 8.484 6.678
O 10.358 6.724 5.151
H 10.546 9.878 4.432
H 9.197 8.829 4.218
H 10.657 8.570 3.244
H 12.032 7.761 4.980
H 11.366 7.817 7.374
H 9.813 8.536 6.990
H 11.239 9.502 6.750
H 10.906 6.123 5.660

Output
Kohn-Sham gap: 0.3005 hartree
Highest occupied orbital energy: -20.4 eV
Charge: +2
Spin multiplicity: 1


Below is an isolated molecule of C6H12O, with properties calculated with ωB97M-V/def2-TZVPD.

Geometry (Å):
C -2.059 0.375 -0.479
C -0.981 -0.056 0.633
C 0.536 -0.007 0.349
C 1.329 1.194 0.858
C 1.337 -1.296 0.240
C 0.926 -0.568 -0.995
O -0.084 -1.121 -1.771
H -2.357 -0.225 -1.370
H -1.856 1.372 -0.886
H -2.996 0.407 0.072
H -1.256 -1.049 1.012
H -1.184 0.654 1.445
H 0.779 2.132 0.719
H 1.596 1.118 1.922
H 2.274 1.285 0.305
H 0.836 -2.239 0.439
H 2.388 -1.261 0.522
H 1.667 -0.010 -1.563
H -0.896 -0.706 -1.451

Output
Kohn-Sham gap: 0.3813 hartree
Highest occupied orbital energy: -9.4 eV
Charge: 0
SMILES: CC[C@@]1(C)C[C@H]1O
Spin multiplicity: 1


Below is a structure of composition C28H22AsF10N8ReS4, with properties calculated with ωB97M-V/def2-TZVPD.

Geometry (Å):
Re -0.075 1.630 0.717
C -2.790 2.866 -0.584
N -2.153 2.708 0.739
C -2.968 1.844 1.591
C -2.863 0.414 1.037
N -1.688 0.296 0.169
C -1.845 -0.495 -0.948
C -0.781 -1.214 -1.532
F 0.447 -1.129 -1.005
C -0.887 -2.020 -2.648
F 0.193 -2.671 -3.093
C -2.101 -2.195 -3.281
F -2.225 -2.996 -4.347
C -3.178 -1.499 -2.780
F -4.368 -1.591 -3.389
C -3.048 -0.671 -1.679
F -4.176 0.016 -1.371
C -1.893 4.055 1.264
C -0.665 4.600 0.510
N -0.032 3.478 -0.168
C 0.822 3.700 -1.206
C 1.454 4.894 -1.576
F 1.302 6.012 -0.848
C 2.282 4.972 -2.683
F 2.863 6.138 -2.986
C 2.537 3.866 -3.470
F 3.348 3.955 -4.532
C 1.937 2.663 -3.138
F 2.148 1.575 -3.883
C 1.111 2.612 -2.043
F 0.493 1.431 -1.754
H -3.801 3.264 -0.446
H -2.845 1.919 -1.102
H -2.212 3.561 -1.185
H -4.012 2.181 1.613
H -2.568 1.906 2.601
H -3.779 0.171 0.511
H -2.801 -0.291 1.873
H -1.683 3.980 2.325
H -2.769 4.696 1.117
H 0.017 5.066 1.228
H -0.965 5.363 -0.213
S 2.859 4.088 3.846
As 2.191 2.220 3.219
S -0.071 2.187 3.000
S 2.221 2.031 0.968
S 2.890 0.481 4.173
C 2.719 -1.087 0.635
C 1.544 -1.176 1.538
N 0.494 -0.387 1.658
C -0.295 -0.926 2.658
C 0.274 -2.055 3.126
N 1.437 -2.209 2.402
C 2.391 -3.255 2.582
N 2.398 -4.120 1.414
N 3.567 -4.630 0.979
N 3.364 -5.364 -0.049
C 2.017 -5.337 -0.333
C 1.297 -5.949 -1.365
C -0.057 -5.722 -1.408
C -0.693 -4.900 -0.451
C -0.003 -4.294 0.572
C 1.378 -4.538 0.614
H 2.538 -0.395 -0.175
H 2.955 -2.070 0.222
H 3.571 -0.717 1.211
H -1.174 -0.428 3.012
H -0.002 -2.727 3.919
H 2.117 -3.801 3.484
H 3.403 -2.870 2.692
H 1.801 -6.564 -2.099
H -0.652 -6.166 -2.194
H -1.760 -4.733 -0.533
H -0.497 -3.645 1.281

Output
Kohn-Sham gap (spin up / spin down): 0.2470 / 0.2309 hartree
Highest occupied orbital energy (spin up / spin down): -4.6 / -4.6 eV
Charge: -1
Spin multiplicity: 2
Expectation value of S²: 0.76


Below is a structure of composition C16H22BCaF16N4O12S4 at a distorted geometry, with properties calculated with ωB97M-V/def2-TZVPD.

Geometry (Å):
Ca 15.916 11.199 8.386
C 13.697 4.618 10.728
C 13.328 5.835 9.930
N 13.624 5.670 8.484
C 13.486 4.498 7.751
C 13.422 4.859 6.450
N 13.555 6.232 6.409
C 13.610 6.685 7.632
C 13.519 7.055 5.213
H 12.990 3.794 10.626
H 13.727 4.893 11.782
H 14.671 4.220 10.441
H 13.935 6.698 10.205
H 12.280 6.114 10.020
H 13.440 3.553 8.258
H 13.264 4.268 5.567
H 13.504 7.739 7.860
H 13.553 6.453 4.307
H 14.325 7.783 5.181
H 12.570 7.592 5.124
C 10.276 12.193 1.319
C 9.838 11.465 2.576
N 9.888 12.382 3.727
C 9.580 13.719 3.800
C 9.695 14.100 5.090
N 10.272 13.014 5.746
C 10.354 12.001 4.903
C 10.737 13.004 7.132
H 9.497 12.896 0.997
H 10.481 11.534 0.483
H 11.132 12.831 1.545
H 10.580 10.714 2.828
H 8.846 11.027 2.500
H 9.148 14.259 2.977
H 9.619 15.005 5.662
H 10.622 10.979 5.139
H 10.378 13.858 7.699
H 11.820 13.075 7.048
H 10.489 12.115 7.705
B 13.232 10.282 7.375
F 12.605 9.523 8.382
F 14.454 9.640 7.039
F 12.430 10.377 6.265
F 13.642 11.531 7.881
C 17.433 8.224 5.266
F 16.911 7.019 5.596
F 18.273 8.004 4.259
F 16.437 8.993 4.851
S 18.334 8.962 6.708
O 18.859 7.811 7.399
O 19.306 9.850 6.147
O 17.227 9.608 7.427
C 13.004 13.208 11.199
F 12.438 14.062 12.066
F 13.285 12.083 11.876
F 12.101 12.917 10.262
S 14.509 13.994 10.482
O 13.976 15.139 9.807
O 15.369 14.249 11.600
O 14.987 12.909 9.617
C 14.665 13.295 4.998
F 14.039 12.145 4.653
F 14.532 14.151 3.972
F 14.025 13.777 6.081
S 16.462 13.008 5.327
O 16.911 12.231 4.214
O 16.970 14.339 5.471
O 16.439 12.259 6.599
C 8.701 8.802 6.090
F 7.926 9.801 5.625
F 9.620 9.337 6.890
F 7.929 8.002 6.840
S 9.474 7.848 4.712
O 8.350 7.534 3.864
O 10.442 8.745 4.089
O 10.068 6.742 5.432

Output
Kohn-Sham gap: 0.3317 hartree
Highest occupied orbital energy: -7.4 eV
Charge: -1
Spin multiplicity: 1


Below is an isolated molecule of C15H18N2O5, with properties calculated with ωB97M-V/def2-TZVPD.

Geometry (Å):
C 0.417 1.037 -3.633
C 0.447 2.075 -2.521
H -0.218 2.911 -2.759
H 1.460 2.440 -2.346
O 0.036 1.509 -1.271
C -1.274 1.488 -1.009
O -2.118 1.880 -1.771
C -1.586 0.771 0.312
N -1.589 -0.664 0.048
H -2.106 -0.924 -0.783
C -0.220 -1.143 0.062
C -0.166 -2.627 0.243
C 0.747 -3.421 0.871
C 0.298 -4.753 0.689
C -0.849 -4.664 -0.034
O -1.136 -3.381 -0.314
H -1.528 -5.408 -0.400
H 0.768 -5.644 1.050
H 1.635 -3.100 1.376
H 0.334 -0.883 -0.862
C 0.391 -0.359 1.242
C 1.793 0.145 0.971
O 2.783 -0.506 0.763
N 1.754 1.521 0.993
C 0.492 2.055 1.157
O 0.242 3.230 1.154
C -0.467 0.901 1.372
H -0.927 1.004 2.356
C 2.918 2.338 0.745
H 3.544 1.848 0.001
H 3.493 2.467 1.664
H 2.582 3.311 0.391
H 0.383 -0.979 2.140
C -2.946 1.228 0.826
H -2.879 2.253 1.181
H -3.268 0.577 1.634
H -3.675 1.187 0.022
H -0.601 0.688 -3.790
H 1.050 0.189 -3.378
H 0.780 1.483 -4.554

Output
Kohn-Sham gap: 0.3442 hartree
Highest occupied orbital energy: -8.6 eV
Charge: 0
SMILES: CCOC(=O)[C@@]1(C)N[C@H](c2ccco2)[C@H]2C(=O)N(C)C(=O)[C@H]21
Spin multiplicity: 1


Copy entry 5 word for word.
Below is an isolated molecule of C15H18N2O5, with properties calculated with ωB97M-V/def2-TZVPD.

Geometry (Å):
C 0.417 1.037 -3.633
C 0.447 2.075 -2.521
H -0.218 2.911 -2.759
H 1.460 2.440 -2.346
O 0.036 1.509 -1.271
C -1.274 1.488 -1.009
O -2.118 1.880 -1.771
C -1.586 0.771 0.312
N -1.589 -0.664 0.048
H -2.106 -0.924 -0.783
C -0.220 -1.143 0.062
C -0.166 -2.627 0.243
C 0.747 -3.421 0.871
C 0.298 -4.753 0.689
C -0.849 -4.664 -0.034
O -1.136 -3.381 -0.314
H -1.528 -5.408 -0.400
H 0.768 -5.644 1.050
H 1.635 -3.100 1.376
H 0.334 -0.883 -0.862
C 0.391 -0.359 1.242
C 1.793 0.145 0.971
O 2.783 -0.506 0.763
N 1.754 1.521 0.993
C 0.492 2.055 1.157
O 0.242 3.230 1.154
C -0.467 0.901 1.372
H -0.927 1.004 2.356
C 2.918 2.338 0.745
H 3.544 1.848 0.001
H 3.493 2.467 1.664
H 2.582 3.311 0.391
H 0.383 -0.979 2.140
C -2.946 1.228 0.826
H -2.879 2.253 1.181
H -3.268 0.577 1.634
H -3.675 1.187 0.022
H -0.601 0.688 -3.790
H 1.050 0.189 -3.378
H 0.780 1.483 -4.554

Output
Kohn-Sham gap: 0.3442 hartree
Highest occupied orbital energy: -8.6 eV
Charge: 0
SMILES: CCOC(=O)[C@@]1(C)N[C@H](c2ccco2)[C@H]2C(=O)N(C)C(=O)[C@H]21
Spin multiplicity: 1


> Look up the spin multiplicity of the first one.

1